(1)
Density functional theory data (ωB97M-V with the def2-TZVPD basis set) for a single C3H8N4O molecule in a non-equilibrium geometry.

Properties
Frontier orbital gap = 9.37 eV
Molar mass = 116.124 u
2S+1 = 1

```
16
C3H8N4O | the OMol25 dataset | ωB97M-V with the def2-TZVPD basis set
O 0.545 -0.065 -0.210
N 0.974 -0.464 1.112
N -0.260 2.713 -0.921
N 0.315 -2.684 0.976
N -1.218 1.990 -1.604
C 1.165 -1.738 1.348
C -0.855 -0.048 -0.161
C -1.371 0.756 -1.338
H -0.075 3.589 -1.470
H -1.293 -1.056 -0.269
H 1.933 -0.038 1.281
H -1.247 0.196 0.844
H -2.028 0.212 -2.031
H 1.969 -1.958 2.061
H 0.609 2.190 -0.721
H 0.837 -3.594 1.102
```



(2)
Density functional theory data (ωB97M-V with the def2-TZVPD basis set) for a single C3H8N4O molecule in a non-equilibrium geometry.

Properties
Frontier orbital gap = 8.80 eV
Molar mass = 116.124 u
2S+1 = 1

```
16
C3H8N4O | the OMol25 dataset | ωB97M-V with the def2-TZVPD basis set
O -1.633 -0.749 -0.626
N -3.061 1.297 0.297
N 0.849 -1.589 -1.193
N 2.526 -0.363 0.181
N -0.931 0.377 -0.189
C -1.840 1.352 0.476
C 0.238 0.166 0.443
C 1.303 -0.750 -0.276
H 2.198 0.181 1.224
H 0.729 1.241 0.264
H -3.497 0.467 -0.072
H 3.521 -0.699 -0.007
H 0.229 -0.147 1.642
H -0.890 -1.190 -1.246
H -1.335 2.391 0.768
H 1.593 -1.985 -1.687
```



(3)
Density functional theory data (ωB97M-V with the def2-TZVPD basis set) for 2 unconnected molecules or ions with the total composition C3H8N4O4 in a non-equilibrium geometry.

Properties
Frontier orbital gap = 8.37 eV
Molar mass = 164.121 u
2S+1 = 1

```
19
C3H8N4O4 | the OMol25 dataset | ωB97M-V with the def2-TZVPD basis set
O 1.434 2.000 0.612
O 1.498 -1.820 -0.189
O 2.483 0.445 -0.361
O 0.029 -2.122 1.342
N 1.402 0.844 0.316
N -1.523 1.541 0.847
N 0.645 -1.395 0.617
N -0.266 -0.031 -1.837
C -1.139 -0.914 -1.799
C -0.737 0.517 1.513
C 0.434 0.002 0.680
H -1.618 1.312 -0.143
H -0.836 -1.881 -2.401
H -0.295 0.790 2.555
H -0.866 2.378 0.837
H 2.240 -0.531 -0.763
H -1.447 -0.361 1.656
H -1.996 -0.781 -1.051
H 0.560 0.006 -2.433
```



The evaluated HOMO level for the records listed, in turn: -8.80; -8.41; -9.41 eV.
The evaluated energy relative to the best compared isomer or geometry (same formula, charge and spin) for the records listed, in turn: 122.59; 128.17; 114.81 kcal per mole.